# 1
{
  "formula": "C48H44BrClN8NaO4",
  "method": "wB97M-V/def2-TZVPD",
  "elements": ["H", "C", "H", "H", "H", "O", "C", "C", "H", "O", "N", "H", "C", "H", "C", "C", "C", "C", "C", "C", "C", "C", "Br", "C", "H", "H", "C", "C", "H", "C", "H", "H", "H", "H", "C", "H", "C", "C", "N", "H", "H", "C", "H", "C", "C", "C", "C", "H", "C", "C", "C", "C", "H", "C", "N", "C", "H", "Na", "H", "Cl", "N", "H", "H", "H", "C", "H", "O", "C", "H", "H", "H", "C", "H", "C", "C", "H", "C", "N", "H", "C", "H", "H", "H", "C", "C", "H", "C", "C", "O", "C", "N", "H", "C", "N", "C", "H", "C", "C", "N", "H", "C", "H", "H", "H", "C", "H", "H"],
  "positions_angstrom": [[-5.634, -1.231, 2.587], [0.790, -3.912, -2.228], [1.246, 4.224, -0.963], [2.181, 3.228, 2.781], [6.396, -3.114, 1.968], [-2.924, 1.041, 0.714], [2.916, -4.941, 0.894], [-3.911, 1.631, 4.660], [-8.236, -4.380, -1.528], [0.979, 3.713, -0.192], [1.753, -6.076, -3.091], [-4.283, -4.133, -4.241], [4.390, -4.556, -1.408], [1.593, -6.094, -0.317], [-7.177, -1.958, 0.610], [-7.609, -3.615, -1.086], [-2.760, 2.336, 2.678], [4.807, -3.962, -0.222], [2.500, -5.505, -0.292], [-5.884, -3.992, -2.829], [0.720, -5.298, -2.565], [-5.925, -1.690, 0.104], [-4.298, 1.888, 6.510], [4.065, -4.150, 0.935], [3.572, 4.622, 1.710], [4.972, -4.420, -2.311], [-5.011, -0.603, 1.930], [-0.291, -3.310, -1.544], [-5.200, -0.053, 4.463], [0.691, -1.243, -1.588], [-0.922, 5.256, 0.329], [0.479, 3.642, 2.728], [2.352, -5.087, 1.805], [2.632, -3.444, -3.256], [-0.547, 5.578, 1.299], [5.710, -3.369, -0.217], [4.619, 3.910, -3.389], [-3.287, 1.245, 1.903], [-5.033, -0.784, 0.664], [-7.522, -1.411, 1.477], [5.301, 4.524, -1.464], [2.912, 2.209, -2.017], [-0.763, 1.885, 0.636], [-4.690, -3.630, -3.375], [5.422, -2.665, 2.188], [-3.049, 2.517, 4.003], [-0.029, 1.335, 1.197], [4.819, 3.051, 0.543], [-8.015, -2.922, 0.017], [1.309, 3.272, 2.129], [3.121, 4.347, 0.755], [2.897, 2.228, -3.406], [5.436, -2.261, 3.198], [1.440, 6.143, 2.697], [1.027, 1.886, 1.815], [-4.499, 0.608, 3.965], [1.326, -1.128, 2.562], [-2.539, -1.034, -0.028], [-2.107, 3.032, 2.168], [3.742, 3.115, -5.820], [1.725, 0.923, 2.466], [3.354, 5.153, 0.056], [3.305, 2.175, 0.627], [0.796, 7.604, 0.409], [1.410, 6.710, 0.283], [2.526, 6.173, 2.782], [-2.362, -3.570, -0.446], [1.825, -3.055, -2.648], [2.229, 1.558, -1.487], [-0.559, -6.968, -2.776], [-2.615, 3.345, 4.551], [-5.528, -2.324, -1.121], [2.225, 1.587, -3.956], [1.790, -1.731, -2.310], [3.777, 3.067, 0.213], [2.451, 7.008, 0.403], [1.038, -0.160, 2.189], [2.923, -5.992, -2.681], [1.051, 5.528, 3.507], [-0.499, -5.951, -2.402], [-3.042, -2.240, -3.224], [1.268, 6.369, -0.745], [-0.962, 6.562, 1.521], [-4.241, 0.414, 2.601], [3.752, 3.081, -4.080], [-6.480, -4.788, -3.261], [0.983, 5.655, 1.315], [4.618, 3.878, -2.005], [4.390, -3.624, 2.158], [-3.976, -2.570, -2.780], [-0.329, -1.995, -1.244], [1.071, 7.157, 2.858], [1.602, 4.253, 0.965], [-4.367, -1.936, -1.709], [-6.356, -3.324, -1.677], [5.236, -1.855, 1.478], [3.767, 3.034, -1.295], [3.228, -5.307, -1.470], [-0.064, 0.039, 1.426], [5.284, 4.567, -3.931], [-1.481, -4.092, -1.156], [0.636, -0.202, -1.288], [-0.936, 4.889, 2.047], [-8.988, -3.114, 0.451], [-1.562, -5.398, -1.716], [2.587, -1.062, -2.604], [-2.467, -5.963, -1.537]],
  "forces_ev_per_angstrom": [[0.018, 0.039, 0.018], [-0.038, 0.047, -0.071], [0.024, -0.031, 0.008], [-0.079, 0.050, 0.039], [-0.001, -0.006, -0.010], [0.102, 0.297, -0.031], [0.035, 0.044, -0.008], [-0.031, 0.010, 0.084], [-0.012, -0.001, -0.021], [-0.112, 0.035, -0.001], [-0.433, -0.060, -0.440], [-0.005, 0.012, -0.014], [-0.068, -0.037, -0.040], [0.018, -0.005, 0.041], [0.057, 0.011, 0.022], [-0.005, -0.007, 0.051], [0.023, 0.048, -0.002], [-0.007, 0.040, 0.100], [-0.014, -0.076, 0.019], [0.000, -0.017, -0.029], [-0.497, -0.031, -0.011], [-0.068, -0.047, -0.021], [0.016, -0.002, -0.028], [0.059, -0.004, 0.010], [0.051, -0.008, 0.007], [0.019, -0.033, -0.020], [-0.108, -0.034, 0.052], [-0.013, -0.049, -0.064], [0.006, -0.008, 0.008], [-0.010, -0.005, 0.008], [0.001, 0.008, -0.018], [-0.021, -0.036, -0.021], [-0.010, -0.002, 0.023], [-0.007, 0.008, 0.071], [0.033, -0.041, -0.019], [0.020, 0.020, 0.004], [0.014, 0.025, -0.017], [-0.087, -0.019, 0.090], [0.121, -0.003, -0.148], [-0.017, -0.017, 0.015], [0.015, 0.014, 0.019], [-0.038, -0.012, 0.002], [-0.058, 0.042, -0.037], [-0.009, -0.042, 0.009], [0.056, 0.021, 0.015], [0.004, -0.007, 0.036], [-0.115, 0.021, 0.213], [-0.007, -0.016, 0.020], [-0.018, -0.027, -0.041], [-0.047, 0.094, 0.164], [-0.031, -0.019, 0.018], [0.024, -0.017, 0.044], [0.000, -0.011, -0.010], [0.005, 0.022, -0.053], [0.168, 0.126, -0.183], [-0.021, 0.009, -0.004], [0.062, -0.065, -0.009], [0.120, -0.453, -0.265], [0.004, 0.005, -0.028], [-0.003, 0.000, -0.021], [0.048, -0.010, 0.030], [-0.017, 0.044, 0.023], [-0.020, -0.002, -0.031], [0.000, 0.018, -0.003], [-0.038, -0.044, 0.016], [0.040, 0.023, 0.004], [-0.237, 0.076, 0.302], [0.135, 0.039, -0.026], [0.005, -0.028, 0.015], [-0.018, -0.021, -0.004], [-0.004, 0.009, -0.002], [-0.031, -0.009, 0.004], [-0.046, -0.049, -0.042], [-0.042, 0.060, 0.010], [0.003, 0.012, -0.024], [0.023, 0.009, -0.006], [-0.040, -0.154, 0.071], [0.573, -0.112, 0.121], [-0.014, -0.034, 0.022], [0.091, 0.043, 0.016], [0.064, -0.029, 0.020], [-0.017, -0.006, -0.027], [-0.010, 0.024, 0.013], [0.045, -0.026, -0.003], [-0.018, -0.017, 0.007], [-0.013, -0.007, -0.003], [0.038, -0.011, -0.031], [-0.006, -0.018, -0.004], [-0.104, -0.012, -0.085], [-0.018, 0.074, -0.078], [0.019, 0.037, 0.012], [-0.016, 0.019, 0.007], [0.074, -0.020, 0.087], [0.078, -0.044, 0.126], [0.028, 0.045, -0.018], [-0.022, 0.011, 0.003], [0.054, -0.067, -0.022], [0.309, 0.167, 0.257], [0.060, -0.064, -0.262], [0.019, 0.009, -0.014], [-0.095, 0.140, -0.061], [0.031, 0.052, -0.037], [-0.023, -0.003, 0.019], [-0.015, -0.007, 0.016], [0.026, 0.021, 0.112], [0.052, 0.072, -0.037], [-0.037, -0.009, -0.021]],
  "homo_ev": -4.0,
  "e_tot_ha": -5791.158608,
  "largest_force_ev_per_a": 0.62,
  "relative_energy_ev": 1.248,
  "charge": -1
}

=====

# 2
{
  "formula": "C4H10O",
  "method": "wB97M-V/def2-TZVPD",
  "elements": ["H", "H", "C", "H", "C", "H", "H", "C", "H", "H", "H", "H", "H", "C", "O"],
  "positions_angstrom": [[-1.494, -1.155, -0.612], [1.656, -1.322, -1.462], [-1.173, -0.131, -0.834], [-1.603, 1.170, 1.618], [-0.172, 0.334, 0.220], [0.203, 1.331, -0.065], [1.787, 0.451, -1.277], [-0.794, 0.431, 1.604], [2.851, -0.634, -0.339], [-0.042, 0.724, 2.343], [-2.056, 0.518, -0.846], [-1.207, -0.538, 1.903], [-0.729, -0.117, -1.836], [1.842, -0.511, -0.745], [0.930, -0.551, 0.327]],
  "forces_ev_per_angstrom": [[0.021, 0.132, -0.016], [-0.010, 0.160, 0.056], [0.023, -0.038, -0.045], [0.123, -0.120, -0.043], [-0.234, 0.159, 0.052], [0.022, -0.073, 0.003], [0.081, -0.165, 0.080], [-0.022, -0.025, 0.033], [-0.143, 0.018, -0.066], [-0.092, -0.037, -0.132], [0.160, -0.090, 0.002], [0.044, 0.085, -0.040], [-0.073, -0.019, 0.139], [0.058, -0.008, -0.226], [0.043, 0.023, 0.203]],
  "homo_ev": -9.7,
  "e_tot_ha": -233.623495,
  "largest_force_ev_per_a": 0.29,
  "relative_energy_ev": 0.584,
  "charge": 0
}

=====

# 3
{
  "formula": "C11H16BBr24ClO",
  "method": "wB97M-V/def2-TZVPD",
  "elements": ["Br", "C", "C", "H", "H", "O", "H", "C", "Br", "Br", "H", "C", "H", "C", "C", "H", "Br", "Br", "Br", "Br", "H", "Br", "Br", "H", "Cl", "H", "H", "H", "Br", "Br", "Br", "Br", "C", "Br", "B", "C", "H", "H", "Br", "C", "Br", "Br", "Br", "Br", "C", "H", "C", "H", "Br", "Br", "Br", "Br", "H", "Br"],
  "positions_angstrom": [[0.257, -3.992, -11.272], [0.300, -1.617, -4.961], [3.305, 1.165, 6.832], [-1.107, -2.195, -6.502], [1.971, -1.689, 0.174], [0.084, -4.759, -4.555], [1.008, -4.557, -4.752], [-0.829, -2.883, -10.142], [-2.994, 0.707, 1.378], [2.609, 3.930, 11.751], [-5.175, 0.574, -2.766], [1.517, -1.334, -0.740], [-1.454, -1.395, -3.770], [-0.031, -0.101, 3.410], [3.744, 2.399, 11.529], [-0.598, -0.003, 2.494], [0.201, -2.624, -1.269], [4.854, 2.576, 9.970], [1.516, -1.145, 2.976], [4.213, 1.310, 5.146], [-2.356, 1.634, 3.586], [1.138, 4.953, 1.564], [-4.634, -0.983, -4.604], [0.124, 6.188, 3.445], [1.601, -0.617, -5.713], [-1.357, -0.239, -5.099], [4.400, 2.350, 12.386], [4.057, 1.082, 7.603], [-1.179, -0.976, 4.677], [0.676, 0.348, -0.357], [1.705, 4.738, 4.679], [-3.035, 3.701, 2.432], [1.142, 5.889, 3.242], [-1.826, -3.938, -8.876], [-0.782, -3.891, -5.138], [-3.178, 1.850, 2.919], [-1.942, -4.126, -4.956], [0.523, -2.923, -6.636], [2.896, -1.145, -2.061], [-0.773, -0.754, -4.335], [0.432, 1.675, 3.971], [2.210, -0.408, 6.924], [-3.270, -0.624, -1.753], [2.734, 0.768, 11.471], [-4.891, -0.468, -2.773], [-0.357, -0.022, -3.644], [-0.276, -2.633, -5.952], [0.807, -2.155, -4.159], [-4.798, 1.480, 3.873], [0.207, -1.513, -9.284], [-6.323, -1.458, -1.962], [2.284, 2.748, 7.212], [-1.552, -2.389, -10.776], [2.205, 7.486, 3.164]],
  "forces_ev_per_angstrom": [[0.042, -0.038, -0.033], [-0.166, -0.331, 0.237], [-0.004, -0.012, -0.016], [0.189, 0.136, -0.209], [-0.002, 0.034, 0.021], [0.110, 0.020, -0.092], [-0.065, -0.036, 0.088], [-0.047, 0.051, -0.031], [-0.093, 0.107, 0.065], [-0.035, 0.048, 0.014], [0.003, 0.011, -0.005], [-0.015, 0.023, -0.034], [0.054, 0.010, -0.104], [-0.131, 0.048, -0.195], [-0.052, -0.036, -0.030], [0.011, -0.026, -0.028], [-0.081, -0.220, 0.012], [0.201, 0.046, 0.010], [0.173, -0.148, 0.175], [0.036, 0.002, -0.039], [0.007, 0.007, 0.037], [-0.005, -0.026, -0.054], [0.038, -0.019, -0.051], [-0.006, -0.003, 0.010], [-0.069, 0.160, -0.090], [0.042, 0.058, -0.019], [0.006, -0.004, 0.004], [-0.012, -0.001, 0.016], [-0.006, -0.038, 0.055], [-0.062, 0.203, 0.028], [0.011, 0.184, -0.101], [0.023, 0.066, -0.021], [-0.047, -0.027, 0.007], [-0.025, -0.032, -0.027], [-0.160, -0.033, -0.054], [0.066, -0.052, 0.044], [0.036, -0.015, 0.022], [-0.127, -0.085, -0.141], [0.024, 0.001, -0.036], [0.022, 0.033, -0.036], [0.035, -0.034, -0.038], [-0.030, -0.048, 0.001], [0.070, -0.082, -0.060], [-0.035, -0.051, -0.001], [-0.092, 0.026, 0.055], [0.034, 0.010, -0.005], [0.038, -0.034, 0.491], [0.212, 0.146, -0.044], [-0.060, -0.007, 0.027], [0.018, 0.026, -0.044], [-0.036, -0.012, 0.028], [-0.057, -0.043, 0.207], [-0.009, -0.009, -0.010], [0.027, 0.046, -0.006]],
  "homo_ev": -10.2,
  "e_tot_ha": -62765.327730,
  "largest_force_ev_per_a": 0.49,
  "charge": 0
}

=====

Repeat the second record exactly.
{
  "formula": "C4H10O",
  "method": "wB97M-V/def2-TZVPD",
  "elements": ["H", "H", "C", "H", "C", "H", "H", "C", "H", "H", "H", "H", "H", "C", "O"],
  "positions_angstrom": [[-1.494, -1.155, -0.612], [1.656, -1.322, -1.462], [-1.173, -0.131, -0.834], [-1.603, 1.170, 1.618], [-0.172, 0.334, 0.220], [0.203, 1.331, -0.065], [1.787, 0.451, -1.277], [-0.794, 0.431, 1.604], [2.851, -0.634, -0.339], [-0.042, 0.724, 2.343], [-2.056, 0.518, -0.846], [-1.207, -0.538, 1.903], [-0.729, -0.117, -1.836], [1.842, -0.511, -0.745], [0.930, -0.551, 0.327]],
  "forces_ev_per_angstrom": [[0.021, 0.132, -0.016], [-0.010, 0.160, 0.056], [0.023, -0.038, -0.045], [0.123, -0.120, -0.043], [-0.234, 0.159, 0.052], [0.022, -0.073, 0.003], [0.081, -0.165, 0.080], [-0.022, -0.025, 0.033], [-0.143, 0.018, -0.066], [-0.092, -0.037, -0.132], [0.160, -0.090, 0.002], [0.044, 0.085, -0.040], [-0.073, -0.019, 0.139], [0.058, -0.008, -0.226], [0.043, 0.023, 0.203]],
  "homo_ev": -9.7,
  "e_tot_ha": -233.623495,
  "largest_force_ev_per_a": 0.29,
  "relative_energy_ev": 0.584,
  "charge": 0
}